## i
{
  "formula": "C6H12N2O",
  "method": "the ωB97M-V functional and the def2-TZVPD basis",
  "symbols": ["C", "C", "C", "N", "C", "N", "C", "C", "O", "H", "H", "H", "H", "H", "H", "H", "H", "H", "H", "H", "H"],
  "positions_angstrom": [[0.2269, -0.2204, 0.6342], [0.5785, 0.5597, 1.9107], [-0.4797, -1.5467, 0.9681], [0.2371, 1.1295, -1.4523], [-0.5498, 0.6348, -0.3563], [0.0578, 0.6223, -2.7549], [1.5525, -0.5988, -0.1389], [-1.8724, 0.8484, -0.3117], [2.5926, 0.0495, -0.1116], [1.1804, 1.4612, -1.2081], [0.6882, -0.1607, -2.9357], [-0.8904, 0.2655, -2.8847], [1.5003, -1.5647, -0.6733], [-0.0701, 0.2760, 2.7475], [1.6105, 0.3788, 2.2306], [0.4674, 1.6417, 1.7761], [0.2308, -2.2808, 1.3652], [-1.2752, -1.4097, 1.7090], [-0.9379, -1.9910, 0.0762], [-2.3554, 1.4516, -1.0755], [-2.4919, 0.4541, 0.4856]],
  "lumo_energy_ev": 0.734,
  "e_homo_ev": -8.04,
  "smiles": "C=C(NN)C(C)(C)C=O",
  "gap_ev": 8.773
}


## ii
{
  "formula": "C6H12N2O",
  "method": "the ωB97M-V functional and the def2-TZVPD basis",
  "symbols": ["C", "C", "C", "N", "C", "C", "C", "O", "N", "H", "H", "H", "H", "H", "H", "H", "H", "H", "H", "H", "H"],
  "positions_angstrom": [[0.5484, 0.6873, -2.4089], [-2.1312, -0.9239, 0.1561], [1.2598, -0.2377, 1.9163], [0.1562, 0.3393, -1.0698], [0.3280, 1.0300, -0.0122], [-0.6336, -1.0441, 0.2573], [0.0048, 0.2229, 1.1844], [0.5769, 2.3475, 0.1105], [-0.1319, -2.2129, 0.1952], [0.6768, 2.7552, -0.7614], [0.8820, -2.2485, 0.2570], [-0.6839, 0.7612, 1.8393], [1.0954, 1.6420, -2.4846], [-0.3360, 0.7486, -3.0539], [1.1961, -0.1126, -2.7833], [-2.4131, 0.0020, -0.3431], [-2.5479, -1.7600, -0.4113], [-2.5833, -0.9256, 1.1388], [1.9944, -0.6548, 1.2272], [1.7413, 0.6063, 2.4142], [1.0009, -1.0221, 2.6322]],
  "lumo_energy_ev": 0.446,
  "e_homo_ev": -8.42,
  "smiles": "[H]/N=C(/C)[C@@H](C)/C(O)=N/C",
  "gap_ev": 8.868
}


Stability ranking, top entry: ii; the second entry is 16.4 kcal/mol less favorable.


## i
{
  "formula": "C6H12N2O",
  "method": "the ωB97M-V functional and the def2-TZVPD basis",
  "symbols": ["C", "C", "C", "C", "C", "C", "N", "N", "O", "H", "H", "H", "H", "H", "H", "H", "H", "H", "H", "H", "H"],
  "positions_angstrom": [[0.9725, 0.5989, 0.1256], [0.0964, 0.8300, 1.3712], [-1.4219, -0.5837, -1.6474], [-0.3577, -0.6314, 1.3990], [-2.3419, -0.9152, -0.7031], [0.3131, -0.8203, -0.1136], [0.7325, 1.5259, -0.9542], [2.3888, 0.5269, 0.4539], [0.8556, -1.8265, -0.5176], [1.1716, 1.1908, -1.8082], [1.1493, 2.4218, -0.7189], [2.5532, -0.0939, 1.2437], [2.9078, 0.1518, -0.3382], [-0.7099, 1.5331, 1.1718], [0.6556, 1.1662, 2.2445], [-1.0435, -1.3288, -2.3257], [-1.2879, 0.4520, -1.9335], [0.2087, -1.2788, 2.0632], [-1.4101, -0.8080, 1.5944], [-2.8603, -0.1658, -0.1249], [-2.5718, -1.9449, -0.4818]],
  "lumo_energy_ev": 0.518,
  "e_homo_ev": -8.60,
  "smiles": "NC1(N)CCC1=O.C=C",
  "gap_ev": 9.118
}


## ii
{
  "formula": "C6H12N2O",
  "method": "the ωB97M-V functional and the def2-TZVPD basis",
  "symbols": ["C", "C", "C", "C", "C", "C", "N", "O", "N", "H", "H", "H", "H", "H", "H", "H", "H", "H", "H", "H", "H"],
  "positions_angstrom": [[1.7997, -0.4980, 0.2451], [-0.9335, 0.6933, 1.2042], [-2.2623, -0.7861, -0.4141], [0.2662, -0.6730, -0.6212], [0.3008, 0.5784, -1.3461], [-0.9228, -0.2886, 0.0761], [2.1876, 0.7780, 0.7145], [0.3496, -1.8253, -1.3799], [0.5004, 1.7755, -1.4911], [-0.5154, -2.2469, -1.4332], [0.5190, 2.3527, -0.6218], [2.6457, 1.3469, 0.0136], [2.7175, 0.7635, 1.5757], [2.4837, -0.9344, -0.4888], [1.5801, -1.1768, 1.0663], [-1.8502, 0.5955, 1.7850], [-0.0983, 0.5640, 1.8928], [-3.0715, -0.1008, -0.1387], [-2.3182, -0.8915, -1.4984], [-2.4970, -1.7623, 0.0149], [-0.8811, 1.7362, 0.8451]],
  "lumo_energy_ev": [0.648, 0.726],
  "e_homo_ev": [-6.54, -6.63],
  "gap_ev": [7.185, 7.351]
}


## iii
{
  "formula": "C6H12N2O",
  "method": "the ωB97M-V functional and the def2-TZVPD basis",
  "symbols": ["C", "C", "C", "C", "C", "C", "N", "N", "O", "H", "H", "H", "H", "H", "H", "H", "H", "H", "H", "H", "H"],
  "positions_angstrom": [[-2.5904, 0.8479, 1.2903], [-0.3234, 0.5729, 0.5582], [0.2543, -0.6627, -1.4379], [0.4652, -1.7284, 0.8469], [1.9814, 0.1545, 0.2838], [0.6642, -0.3947, 0.0449], [-0.5501, 2.8712, -1.9901], [-0.9768, 1.8798, -2.2369], [-1.5417, 0.1361, 0.8275], [-2.4483, 1.8419, 1.5409], [-3.3958, 0.1140, 1.3293], [-0.1471, 1.6815, 0.6013], [0.1654, 0.2864, -2.0934], [-0.6935, -1.2408, -1.5827], [1.0467, -1.3439, -1.8167], [-0.6081, -2.1119, 0.8489], [1.1687, -2.4127, 0.4010], [0.7194, -1.6158, 1.8705], [1.8995, 0.8314, 1.2023], [2.0817, 0.7589, -0.6831], [2.8287, -0.4655, 0.1951]],
  "lumo_energy_ev": [0.858, 0.849],
  "e_homo_ev": [-7.33, -6.90],
  "gap_ev": [8.192, 7.751]
}


## iv
{
  "formula": "C6H12N2O",
  "method": "the ωB97M-V functional and the def2-TZVPD basis",
  "symbols": ["C", "C", "C", "C", "C", "N", "N", "C", "O", "H", "H", "H", "H", "H", "H", "H", "H", "H", "H", "H", "H"],
  "positions_angstrom": [[-2.1471, -0.5394, -1.0725], [0.4747, 1.5664, -0.9336], [1.1763, -0.6689, 0.1486], [-1.0112, -0.6638, -0.1001], [0.6445, 0.6706, 0.2678], [2.4068, -1.0731, 0.6444], [0.9318, 1.3723, 1.4449], [0.1590, -1.4242, -0.3901], [-1.4489, -0.4974, 1.2488], [-2.0392, -1.2367, 1.4521], [2.9607, -0.3498, 1.0759], [2.4347, -1.9488, 1.1420], [0.5765, 2.3171, 1.4753], [0.6789, 0.8612, 2.2811], [0.2277, -2.3151, -1.0079], [-1.8417, -0.8451, -2.0740], [-3.0151, -1.1387, -0.7694], [-2.4869, 0.5002, -1.1260], [-0.4022, 2.2127, -0.8289], [1.3504, 2.2206, -1.0366], [0.3705, 0.9797, -1.8418]],
  "lumo_energy_ev": 0.902,
  "e_homo_ev": -7.12,
  "smiles": "C/C(O)=C/C(N)=C(\\C)N",
  "gap_ev": 8.024
}


Stability ranking, top entry: iv; the second entry is 9.4 kcal/mol less favorable.


## i
{
  "formula": "C6H12N2O",
  "method": "the ωB97M-V functional and the def2-TZVPD basis",
  "symbols": ["C", "C", "C", "C", "C", "C", "H", "H", "H", "H", "H", "H", "H", "H", "H", "H", "H", "H", "N", "N", "O"],
  "positions_angstrom": [[-1.0395, 1.2805, 0.9289], [-0.7867, 0.6833, -0.3792], [0.6962, 1.0295, -0.9021], [1.6665, 0.1885, -0.1942], [1.3810, -1.2101, -0.0528], [-0.0477, -1.4678, 0.3857], [-2.1970, 1.5096, 0.9095], [-0.7543, 0.6393, 1.9406], [-0.3467, 2.3042, 0.9461], [-1.4225, 1.0072, -1.1147], [0.7047, 0.9171, -1.9611], [0.7946, 2.0663, -0.7741], [2.7172, 0.0853, -0.5817], [1.7582, 0.5268, 0.8055], [2.1346, -1.6404, 0.7129], [1.4551, -1.8696, -1.0150], [-0.4374, -2.4711, 0.0202], [-0.1423, -1.5928, 1.4655], [-0.8861, -0.6481, -0.3113], [-2.1744, -1.1308, -0.4136], [-3.0735, -0.2070, -0.4150]],
  "lumo_energy_ev": 0.411,
  "e_homo_ev": -9.32,
  "smiles": "C[C@H]1CCCCN1N=O",
  "gap_ev": 9.728
}


## ii
{
  "formula": "C6H12N2O",
  "method": "the ωB97M-V functional and the def2-TZVPD basis",
  "symbols": ["C", "C", "N", "N", "C", "C", "C", "C", "O", "H", "H", "H", "H", "H", "H", "H", "H", "H", "H", "H", "H"],
  "positions_angstrom": [[-0.2004, 0.0224, 0.4252], [0.3742, 1.3239, 0.9564], [0.2281, -0.3827, -0.8670], [-0.2722, -0.9696, 1.4254], [-1.9330, 0.3165, -0.1366], [1.7850, -0.9794, -0.6692], [-3.0126, -0.0580, 0.5502], [2.8617, -0.5706, -1.3300], [0.2564, 0.6683, -1.7968], [0.3468, 0.1901, -2.6371], [-0.7438, -1.8008, 1.0910], [-0.6583, -0.6338, 2.2955], [-2.0553, 0.9340, -1.0243], [1.7974, -1.8556, -0.0250], [1.2240, 1.1475, 1.6228], [-0.3913, 1.8726, 1.5151], [0.7322, 1.9997, 0.1770], [-4.0185, 0.1800, 0.2047], [-2.9509, -0.5804, 1.5015], [3.7950, -1.1320, -1.3102], [2.8354, 0.3079, -1.9687]],
  "lumo_energy_ev": 0.940,
  "e_homo_ev": -8.38,
  "smiles": "C=CN(O)[C@](C)(N)C=C",
  "gap_ev": 9.315
}


Stability ranking, top entry: i; the second entry is 3.9 kcal/mol less favorable.


## i
{
  "formula": "C3H11NO3",
  "method": "the ωB97M-V functional and the def2-TZVPD basis",
  "symbols": ["C", "N", "C", "C", "O", "H", "H", "H", "H", "H", "H", "H", "H", "H", "O", "H", "H", "O"],
  "positions_angstrom": [[0.1822, 0.8265, -1.6360], [0.4313, -0.4127, -1.1773], [1.7223, -1.0690, -1.3854], [1.8423, -2.3556, -0.6055], [-0.6597, 1.5670, -1.1550], [0.7241, 1.1596, -2.5327], [0.0245, -0.5450, -0.2596], [1.8444, -1.3434, -2.4263], [2.5464, -0.3726, -1.1659], [2.8895, -2.5990, -0.4024], [1.4628, -2.2792, 0.4077], [1.3389, -3.1530, -1.1376], [-1.6707, 2.7845, 1.5936], [-1.4763, 1.6831, 0.5805], [-1.8550, 1.8505, 1.4597], [-1.6462, -0.1089, 4.0015], [-1.4054, -0.0266, 2.5304], [-1.2605, -0.6188, 3.2827]],
  "lumo_energy_ev": 0.816,
  "e_homo_ev": -10.31,
  "smiles": "CCNC=O.O.O",
  "gap_ev": 11.123
}


## ii
{
  "formula": "C3H11NO3",
  "method": "the ωB97M-V functional and the def2-TZVPD basis",
  "symbols": ["C", "N", "C", "C", "O", "H", "H", "H", "H", "H", "H", "H", "H", "H", "O", "H", "H", "O"],
  "positions_angstrom": [[0.9039, 1.3585, 0.0886], [-0.2530, 0.7334, -0.0961], [-1.5331, 1.2530, 0.3654], [-1.7694, 0.9955, 1.8262], [2.0141, 0.8945, -0.1632], [0.8815, 2.3849, 0.4876], [-0.2572, -0.2485, -0.3483], [-1.6387, 2.2949, 0.0937], [-2.2881, 0.7354, -0.2133], [-2.8060, 1.0713, 2.1383], [-1.4602, 0.0224, 2.1900], [-1.2356, 1.6625, 2.4966], [1.7712, -0.7876, -0.7961], [2.1164, -1.7791, -1.9070], [1.6566, -1.7193, -1.0650], [-0.0569, -2.3177, -0.8479], [-0.9722, -3.1918, 0.0320], [-0.9591, -2.6705, -0.7740]],
  "lumo_energy_ev": 0.872,
  "e_homo_ev": -10.23,
  "smiles": "CCNC=O.O.O",
  "gap_ev": 11.104
}


## iii
{
  "formula": "C3H11NO3",
  "method": "the ωB97M-V functional and the def2-TZVPD basis",
  "symbols": ["C", "N", "C", "C", "O", "H", "H", "H", "H", "H", "H", "H", "H", "H", "O", "H", "H", "O"],
  "positions_angstrom": [[-0.7749, -0.4481, -1.1776], [-0.2538, -0.9414, 0.0004], [-0.8783, -0.7642, 1.2415], [0.9465, -1.8154, 0.0931], [-1.8663, 0.1730, -1.3327], [-0.2083, -0.8557, -2.1109], [-1.7393, -0.0904, 1.2024], [-0.1701, -0.3625, 1.9441], [-1.2490, -1.7648, 1.5221], [0.6288, -2.8626, 0.4434], [1.6451, -1.2690, 0.7935], [1.2750, -2.0517, -0.9756], [1.7277, 1.6097, 0.6396], [2.2511, 1.3599, 2.0111], [2.3052, 0.9470, 1.0781], [-0.7029, 2.8847, -0.2829], [-0.4211, 1.6558, -1.1070], [-0.0665, 2.1928, -0.3734]],
  "lumo_energy_ev": 0.691,
  "e_homo_ev": -9.42,
  "smiles": "CN(C)C=O.O.O",
  "gap_ev": 10.111
}


Stability ranking, top entry: ii; the second entry is 6.0 kcal/mol less favorable.


## i
{
  "formula": "C3H11NO3",
  "method": "the ωB97M-V functional and the def2-TZVPD basis",
  "symbols": ["C", "C", "O", "N", "C", "O", "H", "H", "H", "H", "H", "H", "H", "H", "H", "H", "H", "O"],
  "positions_angstrom": [[0.3854, 0.1998, -1.1737], [-0.9706, -0.2694, -0.8875], [-1.5184, 0.0729, 0.3825], [1.2286, 0.4282, 0.1028], [2.5517, 1.0773, -0.0534], [3.1662, 1.3197, 1.2648], [0.2863, 1.2367, -1.6795], [0.9161, -0.4712, -1.9586], [-1.5436, 0.0662, -1.8478], [-1.1352, -1.3716, -0.9688], [-2.4869, 0.1800, 0.2841], [1.3152, -0.4439, 0.6238], [2.4809, 2.0432, -0.5379], [3.1928, 0.4770, -0.7284], [2.6675, 1.9223, 1.6825], [-3.1927, -2.5780, -0.0778], [-3.7976, -2.5074, 1.2287], [-4.0355, -2.3423, 0.3463]],
  "lumo_energy_ev": 0.637,
  "e_homo_ev": -8.97,
  "smiles": "OCCNCO.O",
  "gap_ev": 9.608
}


## ii
{
  "formula": "C3H11NO3",
  "method": "the ωB97M-V functional and the def2-TZVPD basis",
  "symbols": ["C", "C", "N", "C", "O", "H", "H", "H", "H", "H", "H", "H", "H", "H", "O", "H", "H", "O"],
  "positions_angstrom": [[-1.7988, 0.6948, -0.2063], [-1.0691, -0.2819, 0.6614], [0.1225, 0.1110, 1.1823], [0.7852, 1.3909, 1.0225], [-1.4948, -1.4114, 0.8758], [-2.7940, 0.3145, -0.4006], [-1.3124, 0.8410, -1.1664], [-1.9190, 1.6738, 0.2492], [0.5351, -0.5825, 1.7876], [0.6675, 2.0171, 1.9099], [1.8435, 1.2313, 0.8364], [0.3724, 1.9140, 0.1685], [1.4852, 0.0381, -2.5434], [1.3859, -0.5061, -1.1219], [1.5499, 0.3060, -1.6235], [0.1690, -2.1083, -0.0338], [0.6043, -3.2586, -0.9478], [0.8674, -2.3836, -0.6498]],
  "lumo_energy_ev": 0.798,
  "e_homo_ev": -9.84,
  "smiles": "CNC(C)=O.O.O",
  "gap_ev": 10.635
}


Stability ranking, top entry: ii; the second entry is 62.2 kcal/mol less favorable.


## i
{
  "formula": "C4H4O3",
  "method": "the ωB97M-V functional and the def2-TZVPD basis",
  "symbols": ["C", "C", "O", "C", "O", "C", "O", "H", "H", "H", "H"],
  "positions_angstrom": [[-0.0256, -1.7053, 0.4757], [0.4753, -0.4762, -0.2278], [1.2209, -0.4789, -1.1796], [0.0491, 0.8898, 0.3264], [-0.0064, 1.1242, 1.5106], [-0.2971, 1.9771, -0.6914], [-0.7588, 1.7043, -1.7686], [-0.3648, -1.4828, 1.4896], [0.7545, -2.4698, 0.4879], [-0.8712, -2.0955, -0.1027], [-0.1758, 3.0131, -0.3201]],
  "lumo_energy_ev": -1.004,
  "e_homo_ev": -9.80,
  "smiles": "CC(=O)C(=O)C=O",
  "gap_ev": 8.794
}


## ii
{
  "formula": "C4H4O3",
  "method": "the ωB97M-V functional and the def2-TZVPD basis",
  "symbols": ["C", "C", "O", "C", "O", "C", "O", "H", "H", "H", "H"],
  "positions_angstrom": [[-1.9005, 0.1842, -0.3551], [-0.7616, -0.8037, -0.2661], [-0.8387, -1.9758, -0.5850], [0.5768, -0.2457, 0.0587], [0.8344, -0.2757, 1.3276], [3.0987, 0.7035, 0.1881], [3.7712, 1.0386, -0.6619], [-2.1068, 0.6012, 0.6378], [-2.7921, -0.3172, -0.7395], [-1.6321, 1.0181, -1.0147], [1.7508, 0.0724, 1.4100]],
  "lumo_energy_ev": 0.405,
  "e_homo_ev": -8.94,
  "gap_ev": 9.348
}


Stability ranking, top entry: i; the second entry is 41.4 kcal/mol less favorable.